Record 1
Below is a 3-piece molecular cluster, C2H11NO2S2 overall, with properties calculated with ωB97M-V/def2-TZVPD.

The geometry in XYZ format:
```
18
Properties=species:S:1:pos:R:3:forces:R:3
N -0.8395 -1.6264 2.2605 -0.07 -1.48 0.24
C -0.0516 -0.4429 2.3055 0.93 -0.43 4.17
C -0.3885 0.1322 1.0303 2.04 3.04 -1.14
S 0.5177 1.7502 1.2101 1.44 -0.50 -1.83
S 2.2463 0.9446 0.1628 -0.25 -1.17 1.95
H -0.5911 -2.3579 2.9080 0.11 -0.07 0.26
H -0.6085 -1.9438 1.3366 -0.47 -1.24 -0.30
H -0.3965 0.1963 3.1940 0.38 -0.63 -1.33
H 1.0958 -0.5522 2.5013 -1.76 -0.03 -0.56
H 0.2055 -0.3818 0.2033 -1.77 0.46 0.68
H -1.4492 0.3441 1.0148 -0.18 -0.36 -0.78
H 2.4037 -0.3176 0.9329 -0.22 2.33 -1.11
H -0.3596 0.1386 -3.9413 1.04 0.39 0.85
H -1.7501 0.1852 -4.4177 0.65 -0.25 -0.61
O -0.8496 -0.0517 -4.7257 -1.68 -0.07 -0.34
H 0.6758 1.9712 -2.0869 1.23 2.31 0.81
H -0.1197 0.8167 -1.5513 -0.09 -0.03 0.51
O 0.2592 1.1953 -2.3373 -1.32 -2.27 -1.45
```
Positions in Å, forces in eV/Å.

largest force on an atom: 4.3 eV/A
net charge: 0
calculated total energy: -29506.28179 eV
ΔE to the lowest compared entry with this formula, charge and spin: 180.91 kJ/mol

Löwdin population analysis, charges in e, atoms 1 to 2: N -0.006; C -0.517

---

Record 2
Below is C6H12O as an isolated structure, with properties calculated with ωB97M-V/def2-TZVPD.

The geometry in XYZ format:
```
19
Properties=species:S:1:pos:R:3:forces:R:3
C 1.7931 -0.4808 -1.0031 0.02 0.16 -0.05
C 0.9887 0.5415 -0.1998 0.17 -0.44 0.15
O 0.3663 1.7810 -0.6723 0.21 -0.03 -0.15
C -0.6484 1.5799 0.3461 -0.24 0.08 0.05
C -0.3969 0.0799 0.2865 -0.04 -0.02 0.10
C -0.5325 -0.7596 1.5344 -0.05 -0.04 0.07
C -1.2147 -0.4724 -0.8819 -0.06 -0.11 -0.04
H 2.6454 -0.1002 -1.5734 -0.21 0.21 0.09
H 2.2139 -1.1389 -0.2256 -0.07 0.13 -0.22
H 1.1912 -1.1228 -1.6507 -0.01 0.31 -0.06
H 1.6385 0.8860 0.6136 -0.12 -0.30 0.30
H -1.6485 1.9402 0.0767 0.27 0.07 -0.17
H -0.3552 2.0029 1.3235 0.08 0.07 -0.32
H 0.1123 -0.3969 2.3412 -0.08 -0.03 -0.07
H -0.2826 -1.8080 1.3309 -0.01 0.16 0.06
H -1.5725 -0.7274 1.8784 0.13 -0.08 0.06
H -0.9246 -1.4923 -1.1567 -0.05 0.11 0.10
H -1.0985 0.1707 -1.7615 -0.03 -0.16 0.15
H -2.2749 -0.4829 -0.6063 0.10 -0.06 -0.03
```
Positions in Å, forces in eV/Å.

largest force on an atom: 0.5 eV/A
net charge: 0
calculated total energy: -8462.91437 eV
ΔE to the lowest compared entry with this formula, charge and spin: 138.90 kJ/mol

Löwdin population analysis, charges in e, atoms 1 to 2: C -0.021; C -0.315

---

Record 3
Below is C31H36CaGeN4O3S as an isolated structure, with properties calculated with ωB97M-V/def2-TZVPD.

The geometry in XYZ format:
```
77
Properties=species:S:1:pos:R:3:forces:R:3
Ca -0.0362 0.3790 0.4933 -0.04 -0.14 -0.81
C -4.1082 3.6081 6.6427 -0.03 0.06 0.07
C -3.0948 2.8284 5.8561 0.01 0.00 -0.11
C -2.3265 1.8397 6.4513 0.05 -0.05 0.05
C -1.3749 1.1317 5.7260 -0.03 0.11 0.04
C -1.1927 1.4169 4.3844 -0.11 0.05 0.00
C -1.9536 2.4035 3.7656 -0.04 -0.05 -0.03
C -2.8930 3.0982 4.5010 -0.03 0.04 0.00
S -0.0438 0.4645 3.4401 0.37 0.58 0.04
O 0.5650 1.4164 2.4719 -0.01 -0.05 0.77
O 0.8307 -0.1712 4.3882 0.01 -0.03 -0.10
N -0.8411 -0.4646 2.4837 -0.18 -0.67 0.34
C -1.2755 -1.7591 2.7214 0.04 0.49 -0.37
C -1.4778 -2.3724 3.9278 -0.15 -0.41 0.10
C -1.9721 -3.7009 3.9806 0.10 0.25 0.00
C -2.2609 -4.3963 2.8458 0.01 0.06 -0.19
C -2.0486 -3.7882 1.5771 -0.14 -0.38 0.13
C -2.3059 -4.4622 0.3591 0.02 0.05 0.10
C -2.0506 -3.8361 -0.8227 0.08 0.20 0.02
C -1.5278 -2.5237 -0.7861 -0.05 -0.14 -0.24
N -1.2882 -1.8580 0.3132 -0.03 -0.23 0.34
C -1.5510 -2.4809 1.5101 0.07 0.19 -0.09
H -4.2313 3.2013 7.6454 0.01 -0.01 0.00
H -5.0828 3.6025 6.1539 0.00 -0.01 -0.03
H -3.7993 4.6508 6.7413 -0.01 0.00 0.00
H -2.4656 1.6202 7.5030 0.01 -0.01 0.01
H -0.7618 0.3831 6.2061 0.03 -0.05 -0.02
H -1.8176 2.6174 2.7129 0.04 -0.04 -0.01
H -3.4850 3.8644 4.0139 -0.01 0.01 0.02
H -1.2544 -1.8558 4.8494 0.03 0.07 0.00
H -2.1200 -4.1584 4.9503 -0.01 -0.02 0.00
H -2.6401 -5.4092 2.8841 -0.01 -0.01 0.02
H -2.6962 -5.4725 0.3870 0.00 -0.01 0.00
H -2.2218 -4.3152 -1.7758 -0.01 -0.01 -0.01
H -1.2930 -2.0211 -1.7197 0.01 0.02 0.02
C -1.0166 5.7070 -2.7029 -0.05 0.02 0.10
N -1.3201 5.1271 -1.3926 0.02 -0.15 -0.01
N -1.8417 3.8300 -1.4268 -0.10 0.14 0.04
C -1.3251 3.0959 -0.3911 0.24 -0.08 0.26
O -1.6664 1.9264 -0.1238 0.00 0.08 -0.16
C -0.3638 3.9414 0.2605 -0.19 0.18 -0.14
C -0.3619 5.1243 -0.4015 -0.04 -0.05 -0.05
C 0.5432 6.2894 -0.2235 0.02 0.04 0.01
C -3.0651 3.5634 -2.1019 0.24 -0.01 0.10
C -4.0570 4.5316 -2.1522 -0.05 -0.09 -0.05
C -5.2408 4.2452 -2.8160 0.00 0.08 0.04
C -5.4333 3.0030 -3.4005 0.01 -0.06 -0.03
C -4.4321 2.0431 -3.3358 0.02 0.02 0.02
C -3.2349 2.3208 -2.6951 -0.09 0.03 -0.04
H -1.8541 5.5110 -3.3670 0.01 0.03 -0.02
H -0.1058 5.2759 -3.1242 -0.07 0.04 -0.03
H -0.9167 6.7834 -2.5838 0.05 -0.01 -0.02
H 0.2478 3.6726 1.1051 -0.08 -0.07 0.03
H 1.1616 6.1373 0.6575 -0.01 0.00 0.01
H -0.0136 7.2197 -0.1094 -0.03 0.00 -0.01
H 1.2079 6.3946 -1.0836 0.00 0.00 -0.01
H -3.8981 5.4859 -1.6690 -0.02 0.03 0.00
H -6.0193 4.9949 -2.8626 -0.01 0.00 -0.01
H -6.3617 2.7808 -3.9086 -0.01 0.01 0.00
H -4.5757 1.0742 -3.7945 -0.02 -0.01 -0.01
H -2.4410 1.5905 -2.6472 0.01 0.00 0.01
C 1.1537 2.5804 -2.8911 -0.08 0.02 -0.09
Ge 2.5225 1.8082 -1.6890 -0.14 0.17 0.13
C 4.1783 1.8606 -2.7402 0.16 -0.06 -0.10
C 2.8049 3.1067 -0.2218 0.16 0.08 0.07
C 1.9234 0.1247 -1.0262 -0.11 -0.14 -0.09
H 1.3360 3.6453 -3.0611 0.07 -0.04 -0.03
H 0.1393 2.4709 -2.5024 0.04 -0.03 0.03
H 1.1838 2.0732 -3.8579 0.02 0.03 -0.02
H 4.4107 2.8634 -3.1023 -0.02 0.05 0.00
H 4.0940 1.1954 -3.6013 0.02 0.00 -0.01
H 5.0163 1.5172 -2.1317 0.01 -0.01 0.00
H 2.4786 4.1066 -0.5189 0.06 -0.01 0.01
H 3.8711 3.1562 0.0098 0.01 0.03 -0.01
H 2.2945 2.8414 0.7058 -0.02 -0.08 -0.05
H 2.7329 -0.3260 -0.4359 0.00 -0.01 0.04
H 1.7869 -0.5286 -1.9005 -0.04 -0.04 0.06
```
Positions in Å, forces in eV/Å.

largest force on an atom: 0.8 eV/A
net charge: 0
calculated total energy: -130626.11548 eV
ΔE to the lowest compared entry with this formula, charge and spin: 17.19 kJ/mol

Löwdin population analysis, charges in e, atoms 1 to 2: Ca 1.335; C -0.052

---

Record 4
Below is a 2-piece molecular cluster, C3H10S3 overall, with properties calculated with ωB97M-V/def2-TZVPD.

The geometry in XYZ format:
```
16
Properties=species:S:1:pos:R:3:forces:R:3
C -1.3858 -0.3006 -2.3504 -2.18 1.55 -0.94
S 0.1273 0.5976 -2.7967 -0.13 -0.52 -0.08
S 1.6348 -0.3936 -1.7660 -0.23 1.56 0.53
H -1.2637 -1.3824 -2.5544 -0.16 0.60 0.99
H -2.1038 0.0287 -3.1996 1.11 -0.42 1.10
H -1.9390 0.1301 -1.4165 1.45 -1.54 -1.28
H 1.8095 0.7194 -0.9520 0.14 -1.22 -0.33
C 0.9919 -1.1919 1.8574 0.55 0.87 -2.69
S -0.6645 -0.5203 1.5561 -0.35 1.01 -0.04
C -0.3500 1.3123 1.5612 2.44 -1.09 -1.71
H 1.6907 -0.3124 2.0576 -0.67 -1.66 -0.27
H 1.2130 -1.8095 0.9203 0.38 1.35 0.98
H 0.9697 -1.9455 2.5809 -0.02 -0.58 1.78
H -0.7439 1.7323 2.4383 0.15 0.62 1.39
H 0.7764 1.4613 1.3226 -1.72 -0.15 1.18
H -0.7628 1.8743 0.7414 -0.78 -0.37 -0.63
```
Positions in Å, forces in eV/Å.

largest force on an atom: 3.2 eV/A
net charge: 0
calculated total energy: -35777.65306 eV
ΔE to the lowest compared entry with this formula, charge and spin: 114.47 kJ/mol

Löwdin population analysis, charges in e, atoms 1 to 2: C -0.523; S 0.325

---

Record 5
Below is C23H36P2Pb as an isolated structure, with properties calculated with ωB97M-V/def2-TZVPD.

The geometry in XYZ format:
```
62
Properties=species:S:1:pos:R:3:forces:R:3
P 3.3415 -0.4286 -2.4307 0.29 -0.20 -0.58
P 3.4466 -0.8359 1.2576 1.03 1.50 0.65
C 4.7393 -0.1359 -1.2642 0.42 -0.12 -0.44
C 4.7937 -1.0324 -0.0098 -0.20 -0.15 -0.24
H 4.7180 0.9404 -1.0037 0.09 -0.51 -0.03
H 5.6358 -0.3179 -1.8840 0.05 0.26 0.57
H 4.8024 -2.1044 -0.2784 0.09 0.43 0.01
H 5.7253 -0.8063 0.5447 -0.38 -0.26 -0.12
C 4.0366 0.6748 2.1396 -0.06 -0.17 0.03
H 3.2487 0.9770 2.8452 0.47 0.07 -0.16
H 4.2191 1.4818 1.4108 -0.10 -0.23 0.36
H 4.9612 0.4494 2.6933 -0.25 0.18 -0.26
C 3.8722 -2.1510 2.4382 -0.45 -0.19 -0.06
H 4.7854 -1.8803 2.9870 -0.27 -0.10 -0.19
H 4.0316 -3.0714 1.8613 -0.11 0.10 0.38
H 3.0315 -2.2671 3.1348 0.36 -0.21 -0.04
C 3.4886 1.0340 -3.4927 0.42 -0.14 -0.51
H 2.5128 1.2141 -3.9617 0.37 0.10 0.01
H 4.2572 0.8755 -4.2634 -0.17 0.35 0.12
H 3.7551 1.8903 -2.8590 -0.11 -0.11 -0.31
C 3.7888 -1.8915 -3.4183 0.68 0.32 -0.20
H 3.8423 -2.7564 -2.7328 -0.01 0.26 -0.48
H 4.7570 -1.7256 -3.9252 -0.37 -0.43 0.02
H 2.9798 -2.0368 -4.1567 0.47 -0.10 0.30
Pb -2.7178 -2.3800 -0.3861 0.70 -0.59 -0.21
C 1.1011 0.1882 1.5733 -0.68 -2.36 0.34
C 1.0668 1.5624 1.5210 0.02 0.79 -0.39
C 1.4316 2.3402 0.3002 -0.15 0.77 -0.30
C 0.2456 2.5811 -0.6953 -0.42 0.81 0.44
C 0.0837 1.6015 -1.8032 0.48 -1.20 -0.45
C 0.7502 0.4312 -1.9700 -1.74 0.19 0.03
C 1.2127 -0.4770 -0.8544 0.77 0.14 0.26
C 0.3654 -0.5422 0.4323 0.03 0.08 0.39
C -3.2428 -0.7957 -1.9048 -0.17 0.24 0.02
H 1.1924 -0.3316 2.5478 -0.79 0.57 -0.44
H 0.5839 2.1253 2.3267 0.80 -0.16 0.24
H 2.2858 1.8884 -0.2361 -0.46 0.09 0.16
H 1.7767 3.3461 0.6208 -0.22 -0.60 -0.04
H -0.7216 2.7339 -0.1667 0.51 -0.14 0.01
H 0.4141 3.5794 -1.1675 0.00 -0.72 0.22
H -0.6679 1.8712 -2.5511 0.77 0.36 -0.25
H 0.7639 -0.0177 -2.9713 -0.62 0.06 0.49
H 2.2418 -0.1761 -0.5301 -1.37 -0.54 -0.02
H 1.3098 -1.5153 -1.2373 -0.01 0.71 0.03
H -0.6173 -0.0410 0.2489 0.61 -0.27 0.25
H 0.1767 -1.6129 0.6775 0.23 0.77 0.19
H -3.9424 -1.2619 -2.6197 0.32 0.32 0.21
H -2.3019 -0.4841 -2.3823 -0.42 -0.10 0.07
H -3.7217 0.0243 -1.3530 0.16 -0.17 -0.49
C -4.3487 -1.5329 0.8376 -0.53 0.32 0.18
C -5.4017 -1.0540 1.2767 -1.22 0.44 0.78
C -6.6070 -0.5112 1.7844 1.08 -0.33 -0.61
C -6.6046 0.7335 2.4544 -0.20 0.98 0.51
C -7.8030 1.3067 2.8672 0.79 0.10 -0.05
C -9.0191 0.6568 2.5987 0.01 0.02 0.04
C -9.0282 -0.5905 1.9557 0.16 -0.61 -0.37
C -7.8337 -1.1709 1.5491 -0.97 -0.42 -0.26
H -5.6485 1.2505 2.6079 -0.51 -0.26 0.01
H -7.7863 2.2756 3.3827 -0.07 -0.50 -0.29
H -9.9639 1.1339 2.8780 0.38 -0.23 -0.06
H -9.9770 -1.1058 1.7512 0.52 0.32 0.13
H -7.8176 -2.1253 1.0053 -0.10 0.47 0.36
```
Positions in Å, forces in eV/Å.

largest force on an atom: 2.5 eV/A
net charge: +2
calculated total energy: -48236.32509 eV
ΔE to the lowest compared entry with this formula, charge and spin: 203.27 kJ/mol

Löwdin population analysis, charges in e, atoms 1 to 2: P 0.859; P 0.994

---

Record 6
Below is one molecule with the formula C4H5NO2, with properties calculated with ωB97M-V/def2-TZVPD.

The geometry in XYZ format:
```
12
Properties=species:S:1:pos:R:3:forces:R:3
O 0.6378 0.8556 2.2584 -0.11 0.17 -0.36
C 0.4358 1.2262 1.1251 0.01 0.01 0.19
C 0.2444 -1.3496 -0.7553 -0.04 -0.92 0.65
C -0.5946 -0.8725 0.3772 -0.18 -0.11 0.15
N -0.3612 0.5636 0.2141 0.01 0.28 0.16
C -0.2131 0.7516 -1.1786 -0.13 0.51 0.41
O 0.2942 -0.3855 -1.6464 0.42 0.04 -1.30
H 0.8459 2.1566 0.6967 0.00 0.03 0.14
H 0.5311 -2.3388 -1.0715 -0.12 0.08 0.01
H -1.6682 -1.0809 0.2135 0.11 -0.01 0.02
H -0.3191 -1.1911 1.3834 0.08 0.01 -0.19
H 0.1670 1.6648 -1.6166 -0.07 -0.08 0.13
```
Positions in Å, forces in eV/Å.

largest force on an atom: 1.4 eV/A
net charge: 0
calculated total energy: -9810.66794 eV
ΔE to the lowest compared entry with this formula, charge and spin: 351.87 kJ/mol

Löwdin population analysis, charges in e, atoms 1 to 2: O 0.044; C -0.301

---

Record 7
Below is one molecule with the formula C5H11N, with properties calculated with ωB97M-V/def2-TZVPD.

The geometry in XYZ format:
```
17
Properties=species:S:1:pos:R:3:forces:R:3
C 1.6549 -1.3749 0.0089 0.58 1.19 0.04
N 1.4276 -0.0195 -0.4898 0.06 0.11 -0.40
C 0.8001 0.9449 0.3669 -0.54 0.11 1.04
C -0.5911 0.5036 0.9412 0.12 0.31 -1.15
C -1.5951 0.7894 -0.1312 -0.33 0.29 -0.11
C -2.3258 -0.0849 -0.8067 1.24 -0.93 -1.11
H 1.8285 -1.2336 1.0773 -0.15 -0.52 0.09
H 0.8662 -2.0979 -0.1940 -0.09 -0.07 0.13
H 2.6065 -1.6961 -0.4129 -0.11 -0.45 -0.05
H 0.9736 0.0261 -1.3917 0.12 -0.34 -0.03
H 1.3691 1.1921 1.2698 0.63 -0.25 -0.32
H 0.7544 1.8612 -0.2229 -0.31 0.15 0.19
H -0.4757 -0.5715 1.0680 -0.42 -0.04 0.50
H -0.8172 1.0197 1.8734 0.07 -0.08 0.08
H -1.6243 1.8199 -0.4841 0.09 0.04 0.12
H -2.2349 -1.1468 -0.6296 -0.12 -0.23 0.59
H -2.6167 0.0684 -1.8428 -0.83 0.70 0.38
```
Positions in Å, forces in eV/Å.

largest force on an atom: 1.9 eV/A
net charge: 0
calculated total energy: -6851.95259 eV
ΔE to the lowest compared entry with this formula, charge and spin: 152.06 kJ/mol

Löwdin population analysis, charges in e, atoms 1 to 2: C -0.125; N -0.138

---

Record 8
Below is one molecule with the formula C2H4N2O2, with properties calculated with ωB97M-V/def2-TZVPD.

The geometry in XYZ format:
```
10
Properties=species:S:1:pos:R:3:forces:R:3
C 0.9934 0.1890 -0.2815 -3.98 3.23 -0.70
C -1.5551 0.6002 -0.0834 -1.93 2.68 -0.86
N -0.6917 -0.2178 -0.7960 4.90 1.04 -2.15
N 1.5029 -0.8989 0.1577 1.97 -4.21 2.05
O 1.4267 1.3250 -0.2425 -0.82 -1.87 -0.57
O -1.3089 -0.7360 0.3191 -1.21 0.09 2.49
H -1.2269 1.5972 0.3672 0.28 -2.05 0.38
H -2.5452 0.8419 -0.5944 1.07 -0.97 0.69
H 1.1105 -1.8216 0.3809 -1.06 1.09 -1.15
H 2.2943 -0.8789 0.7729 0.77 0.98 -0.20
```
Positions in Å, forces in eV/Å.

largest force on an atom: 5.4 eV/A
net charge: 0
calculated total energy: -9210.15619 eV
ΔE to the lowest compared entry with this formula, charge and spin: 488.86 kJ/mol

Löwdin population analysis, charges in e, atoms 1 to 2: C -0.440; C -0.225